(1)
ORCA calculation (ωB97M-V with the def2-TZVPD basis set) on a structure of composition C37H34BF4InN4O5PS.

XYZ file:
```
88
C37H34BF4InN4O5PS | the OMol25 dataset | ωB97M-V with the def2-TZVPD basis set
In -0.09706 0.29050 0.25142
C 1.98402 2.92321 1.70384
O 1.09977 1.87122 2.07265
C 0.14281 2.26527 3.04817
C -1.03641 2.96326 2.40190
O -1.65834 2.10061 1.45680
C -2.94624 1.60141 1.82919
C -2.89570 0.67259 3.01977
O -2.01148 -0.38748 2.72890
C -1.88774 -1.29679 3.80098
H 2.55170 3.25789 2.57616
H 1.44677 3.77179 1.27304
H 2.66064 2.52133 0.95612
H 0.60900 2.91629 3.79529
H -0.18899 1.34831 3.53595
H -0.70678 3.85514 1.86308
H -1.75053 3.28356 3.16534
H -3.31155 1.07430 0.95096
H -3.61632 2.43925 2.04535
H -3.90935 0.29709 3.21107
H -2.56685 1.19612 3.92927
H -2.84260 -1.78781 4.01821
H -1.54142 -0.79487 4.71182
H -1.15284 -2.04540 3.51038
S 3.32994 2.82428 -6.40832
N 3.92423 1.80029 -5.31007
C 3.13598 1.88058 -4.25126
C 3.27662 1.11313 -3.03094
C 4.30102 0.18807 -2.83014
C 4.35449 -0.50041 -1.63869
C 3.37225 -0.24640 -0.68410
N 2.39537 0.62863 -0.86239
C 2.33385 1.30999 -2.01389
C 1.22194 2.26917 -2.17655
N 0.33205 2.38431 -1.17152
C -0.67736 3.23023 -1.31446
C -0.85806 4.02885 -2.44184
C 0.03894 3.91884 -3.47350
C 1.10104 3.01918 -3.34867
C 2.07564 2.81096 -4.40342
N 2.07656 3.41387 -5.58079
H 5.03455 0.03501 -3.61127
H 5.13425 -1.22095 -1.43423
H 3.37155 -0.78074 0.25946
H -1.39754 3.25146 -0.50656
H -1.71234 4.68717 -2.49876
H -0.06159 4.49788 -4.38200
O 3.77911 -3.71811 0.07001
C 2.89186 -3.94808 -0.67694
O 1.89898 -2.98084 -0.92490
C 2.59277 -5.17175 -1.45916
C 3.32655 -6.34513 -1.41382
C 2.90739 -7.40104 -2.20960
C 1.78505 -7.28115 -3.02718
C 1.05354 -6.10159 -3.07248
C 1.47472 -5.05007 -2.27568
P 0.82670 -3.40073 -2.06120
C 1.03398 -2.43204 -3.51784
C 0.26458 -1.28120 -3.68310
C 0.40848 -0.52414 -4.83443
C 1.34450 -0.89267 -5.78956
C 2.13571 -2.02395 -5.61084
C 1.97604 -2.80756 -4.48310
C -0.78251 -3.29074 -1.35205
C -0.92105 -3.55064 0.01652
C -2.17730 -3.50479 0.58619
C -3.28552 -3.20213 -0.19756
C -3.15022 -2.95276 -1.55342
C -1.89696 -3.00001 -2.14089
H 4.19441 -6.42195 -0.77282
H 3.45658 -8.33253 -2.19564
H 1.47817 -8.12142 -3.63510
H 0.18240 -6.01419 -3.70862
H -0.47201 -0.97703 -2.95291
H -0.22832 0.33975 -4.96893
H 1.45771 -0.30059 -6.68935
H 2.86069 -2.30391 -6.36292
H 2.56892 -3.70538 -4.35898
H -0.05240 -3.75819 0.62837
H -2.29518 -3.69091 1.64495
H -4.26471 -3.14667 0.25927
H -4.00543 -2.67590 -2.15163
H -1.79650 -2.78287 -3.19589
F -2.60190 0.15566 -0.90982
B -2.84667 0.77428 -2.18290
F -3.42412 2.01722 -1.96897
F -1.58136 0.93982 -2.81368
F -3.64014 -0.06539 -2.95258
```

Total charge ... +1
Highest occupied orbital energy ... -10.19 eV
ΔE to the lowest compared entry with this formula, charge and spin ... 3.36 kJ/mol

(2)
ORCA calculation (ωB97M-V with the def2-TZVPD basis set) on a structure of composition C17H23F3N2O at a distorted geometry.

XYZ file:
```
46
C17H23F3N2O | the OMol25 dataset | ωB97M-V with the def2-TZVPD basis set
C -3.81554 2.86231 2.19764
H -3.99789 2.35163 1.26390
H -3.77839 3.82154 2.07651
C -2.80092 2.26177 2.99631
C -2.88340 3.00852 4.22356
H -1.84658 2.60034 4.91708
H -3.49555 2.86530 4.85275
H -2.67600 3.90478 4.17885
C -2.97265 0.64587 3.05449
C -2.84119 0.02830 1.82199
O -3.69523 -0.59734 1.24218
N -1.55048 -0.36117 1.22870
C -0.42825 0.29161 1.82630
H -0.36314 0.07311 3.09769
C 0.69856 -0.84410 1.42655
N 1.18504 -0.63457 0.08564
C 1.74846 -1.67794 -0.43895
C 2.38939 -1.51929 -1.80832
C 2.21232 -2.67756 -2.69272
C 2.95986 -2.34574 -3.97091
C 3.33752 -1.12885 -4.40233
C 3.59287 -0.14558 -3.31907
C 2.91875 -0.42917 -2.03288
H 3.02706 0.42548 -1.27829
H 3.64665 0.63506 -3.65289
C 3.92920 -0.81746 -5.59414
F 3.64272 0.58373 -6.18510
F 3.58060 -1.82997 -6.53417
F 5.46336 -0.80850 -5.63853
H 2.86755 -3.04279 -4.73529
H 1.86184 -3.66594 -2.53359
H 1.04561 -2.78761 -0.55018
H 2.59718 -2.07092 0.29634
C -0.18281 -0.26104 -0.74264
C -1.41359 -0.80274 -0.02232
H -1.36425 -2.11023 0.27524
H -2.46381 -0.67483 -0.62883
H -0.00658 0.80188 -0.62063
H -0.06263 -0.83011 -1.65358
H 1.88421 -0.68673 2.05895
H 0.54338 -1.68792 1.90852
H 0.27367 1.16748 1.69854
H -3.87334 0.55529 3.42197
H -2.20691 0.44379 3.79480
H -1.75699 2.31395 2.40112
H -4.92968 2.79635 2.68973
```

Highest occupied orbital energy ... -8.87 eV

(3)
ORCA calculation (ωB97M-V with the def2-TZVPD basis set) on a structure of composition C12H6LaN2O5S at a distorted geometry.

XYZ file:
```
27
C12H6LaN2O5S | the OMol25 dataset | ωB97M-V with the def2-TZVPD basis set
O -4.15940 -0.95297 -2.98901
C -3.02173 -0.87004 -3.00712
La 1.11990 -0.31749 -1.45094
O 0.71033 -1.22650 -5.26151
C 0.72110 -1.00622 -4.13364
C 3.33776 -0.11801 -2.14771
O 4.47366 0.13445 -2.22460
C 0.83283 -3.00027 -1.59110
O 0.79231 -4.13467 -1.41668
C 0.39633 1.53729 -2.85911
O 0.21013 2.56382 -3.34533
N 2.25685 2.34982 0.26115
C 1.19105 1.79740 1.00275
N 0.52807 0.70670 0.50511
C -0.41683 0.11260 1.40599
C -1.28564 -0.98546 1.21550
C -2.06197 -1.34999 2.32805
C -1.98150 -0.66761 3.55103
C -1.11753 0.42103 3.68124
C -0.34716 0.80774 2.60297
S 0.82340 2.20613 2.62659
H 2.59221 3.29460 0.59132
H 2.07696 2.37310 -0.77058
H -1.33980 -1.46798 0.22470
H -2.74407 -2.18625 2.22940
H -2.59462 -1.00513 4.37994
H -0.99270 0.98392 4.59159
```

Total charge ... +3
Highest occupied orbital energy ... -18.37 eV

(4)
ORCA calculation (ωB97M-V with the def2-TZVPD basis set) on an isolated molecule of C6H9N at a distorted geometry.

XYZ file:
```
16
C6H9N | the OMol25 dataset | ωB97M-V with the def2-TZVPD basis set
C -3.46983 -0.38019 -0.72038
C -2.08796 0.01379 -0.44091
C -0.95613 0.37237 -0.23177
C 0.40888 0.85331 -0.00225
C 1.31350 -0.16011 0.71947
C 2.60684 -0.36222 0.06713
N 2.47504 0.48059 1.30807
H -3.51663 -1.37457 -1.17572
H -3.93251 0.32887 -1.41497
H -4.07235 -0.39625 0.19360
H 0.38919 1.80737 0.53368
H 0.85995 1.06585 -0.98161
H 0.80126 -1.02589 1.13743
H 2.87981 0.17950 -0.82153
H 3.02873 -1.36549 0.18752
H 3.27223 -0.03691 1.64225
```

SMILES ... CC#CC[C@H]1CN1
Highest occupied orbital energy ... -9.39 eV
ΔE to the lowest compared entry with this formula, charge and spin ... 377.49 kJ/mol

(5)
ORCA calculation (ωB97M-V with the def2-TZVPD basis set) on a structure of composition C26H31BrCrNO4S.

XYZ file:
```
65
C26H31BrCrNO4S | the OMol25 dataset | ωB97M-V with the def2-TZVPD basis set
Cr -0.18200 -0.65936 -0.15048
C -0.25568 -3.12006 4.03140
C -0.67207 -2.36811 2.76353
C -0.85229 -3.33875 1.60653
C 0.32435 -1.26739 2.47786
C 1.38029 -1.40977 1.58017
C 2.29760 -0.36471 1.38075
C 2.18861 0.82672 2.07723
C 3.13797 1.96027 1.82969
C 1.15121 0.94707 3.00877
C 0.24339 -0.07032 3.20688
H -0.98610 -3.88508 4.27808
H -0.17277 -2.44763 4.87934
H 0.70879 -3.60387 3.89129
H -1.63627 -1.87504 2.94410
H 0.04722 -3.92270 1.41351
H -1.14196 -2.82899 0.67604
H -1.65476 -4.03676 1.83638
H 1.55329 -2.36034 1.08275
H 3.09363 -0.49983 0.65805
H 2.91579 2.45048 0.88298
H 4.16577 1.61025 1.78417
H 3.06763 2.70766 2.61336
H 1.04820 1.86715 3.56860
H -0.57211 0.06044 3.90504
O -0.95274 -0.46518 -1.97046
N -1.34126 0.67090 -2.62469
C -0.77696 0.85407 -3.87108
C -0.59704 2.10456 -4.38051
C -0.95139 3.24640 -3.64247
C -1.52890 3.03095 -2.37737
C -1.70663 1.77519 -1.88213
H -0.56190 -0.04643 -4.42435
H -0.19491 2.19292 -5.37691
H -0.80265 4.23608 -4.03255
H -1.86686 3.86014 -1.77336
H -2.17543 1.55434 -0.93872
O 1.26427 -1.62958 -1.22149
S 1.29341 -1.44100 -2.74845
C 2.75935 -2.39060 -3.19754
C 2.36802 -3.13268 -4.46371
C 1.00638 -3.75425 -4.15584
C 0.17005 -2.68307 -3.45600
H 2.94265 -3.07014 -2.36695
H 3.59630 -1.71046 -3.30755
H 3.11535 -3.87879 -4.73213
H 2.28785 -2.43809 -5.30088
H 1.13672 -4.61525 -3.49936
H 0.50799 -4.10383 -5.05900
H -0.41798 -3.03834 -2.61488
H -0.50291 -2.15110 -4.11777
Br -1.48062 6.72292 2.58190
C -1.72195 4.85948 2.32952
C -0.87159 4.17702 1.47477
C -1.05545 2.81606 1.29478
C -2.06560 2.14273 1.96668
C -2.90715 2.84833 2.82135
C -2.74457 4.20981 3.00391
C -2.24835 0.65542 1.82393
O -2.94963 0.04387 2.61503
O -1.64876 0.13238 0.82669
H -0.08756 4.70061 0.95621
H -0.40540 2.27099 0.61260
H -3.68256 2.30964 3.34225
H -3.39928 4.76264 3.66053
```

<S²> ... 8.7842
Highest occupied orbital energy (spin up / spin down) ... -4.93 / -8.18 eV
2S+1 ... 6
ΔE to the lowest compared entry with this formula, charge and spin ... 30.26 kJ/mol

(6)
ORCA calculation (ωB97M-V with the def2-TZVPD basis set) on a cluster of 9 separate species, C26H51NO10S in total.

XYZ file:
```
89
C26H51NO10S | the OMol25 dataset | ωB97M-V with the def2-TZVPD basis set
C -4.05094 5.77703 2.51238
C -5.20715 4.85387 2.70800
O -6.00181 4.63676 1.83870
O -5.33723 4.28746 3.92776
C -5.16528 2.85646 3.90669
C -3.71766 2.45778 3.67222
C -2.72560 3.20579 4.57801
C -1.79151 2.24363 5.30759
C -0.78653 1.55163 4.41092
C -0.19215 0.35923 4.83318
C 0.70029 -0.34326 4.03386
C 1.00863 0.17720 2.78541
C 0.44658 1.37541 2.35124
C -0.44729 2.06515 3.16331
N 0.78072 1.90087 1.05468
C 0.56315 0.90813 0.04049
C -0.21583 1.18129 -1.07664
C -0.39328 0.20236 -2.04266
C 0.18461 -1.05570 -1.93099
C 0.95790 -1.33193 -0.80609
C 1.13789 -0.35898 0.16465
S 2.08620 -0.66019 1.64230
H -4.29684 6.45980 1.70896
H -3.87714 6.36422 3.41087
H -3.14231 5.22827 2.28236
H -5.81971 2.45006 3.13790
H -5.48809 2.49251 4.87743
H -3.62782 1.37730 3.76528
H -3.49855 2.67480 2.62397
H -3.29702 3.72590 5.34319
H -2.17371 3.93286 3.99462
H -1.33044 2.72589 6.16772
H -2.43143 1.45459 5.70838
H -0.46689 -0.03096 5.80444
H 1.12340 -1.27884 4.35548
H -0.84064 2.98690 2.76752
H 1.79387 2.04214 1.07324
H -0.65645 2.16334 -1.14442
H -1.01433 0.41935 -2.90103
H 0.04522 -1.83538 -2.66092
H 1.42260 -2.29565 -0.65597
C 0.19491 -4.35866 2.61920
O -0.30021 -3.03125 2.73308
H -0.24370 -4.94456 3.42349
H -0.08895 -4.80502 1.66194
H 1.28432 -4.38127 2.71706
H 0.09298 -2.51055 2.02372
C 4.84219 3.05599 1.31924
O 3.53335 3.46372 1.71145
H 4.74453 2.12511 0.76638
H 5.30858 3.80558 0.67506
H 5.47662 2.88470 2.19227
H 3.61515 4.28518 2.20206
C -3.96035 2.75345 -0.56761
O -5.36155 2.87507 -0.34888
H -3.79153 1.87545 -1.18778
H -3.56424 3.63244 -1.08501
H -3.42496 2.62057 0.37753
H -5.50611 3.65630 0.20264
C 2.78583 -2.23255 -3.87862
O 3.55367 -2.73173 -2.78969
H 2.47153 -1.22028 -3.63690
H 3.38580 -2.21140 -4.79019
H 1.89987 -2.85247 -4.04038
H 3.82917 -3.62184 -3.03151
C 6.30250 -4.81166 -4.92558
O 5.18085 -3.93343 -5.03967
H 5.94771 -5.82783 -5.08235
H 7.05019 -4.57211 -5.68662
H 6.75446 -4.73547 -3.93647
H 5.50117 -3.03764 -4.89941
C -5.93202 1.41018 -3.79752
O -6.81109 2.00334 -2.85679
H -6.52820 1.06433 -4.63928
H -5.19585 2.13332 -4.16387
H -5.40826 0.55182 -3.36373
H -6.28035 2.30961 -2.11071
C 9.52951 -6.00398 -3.93748
O 8.92431 -5.14753 -2.96968
H 8.77048 -6.28557 -4.66253
H 10.34043 -5.48275 -4.45227
H 9.91864 -6.90399 -3.45553
H 9.60687 -4.90346 -2.33920
C -2.33366 -3.89047 -3.64894
O -1.27554 -3.44176 -4.49218
H -2.32330 -3.27427 -2.75328
H -3.30220 -3.78051 -4.14287
H -2.19050 -4.93518 -3.36160
H -1.28047 -3.98404 -5.28501
```

SMILES ... CC(=O)OCCCCc1ccc2c(c1)Nc1ccccc1S2.CO.CO.CO.CO.CO.CO.CO.CO
Highest occupied orbital energy ... -8.16 eV